The following is a DFT calculation (wB97M-V/def2-TZVPD) of a 3-piece molecular cluster, C11H12ClF11NO9PS overall.

Structure (XYZ):
```
47
Properties=species:S:1:pos:R:3:forces:R:3
O 1.38979 -0.66112 1.59045 0.14 -0.49 0.47
C 1.20528 0.32881 0.96974 -0.03 0.59 -0.40
N -0.06273 0.97442 0.98667 -0.20 -0.57 -0.18
S -0.86494 1.51826 -0.36014 0.10 -0.18 0.06
O 0.05426 1.69288 -1.42351 0.02 0.16 -0.03
O -1.78561 2.50576 0.06886 -0.16 0.13 0.02
C -1.94660 0.06738 -0.85255 0.07 0.07 -0.02
F -3.06841 0.11113 -0.12089 -0.05 -0.07 0.01
F -2.24728 0.25283 -2.14155 -0.03 0.04 -0.01
C -1.31652 -1.33667 -0.69187 0.14 -0.09 -0.03
F -2.01559 -2.23301 -1.39456 0.17 0.18 0.16
F -1.33465 -1.69595 0.59521 -0.02 -0.01 -0.11
F -0.05358 -1.33184 -1.12030 -0.22 -0.05 -0.01
O 2.09627 1.05925 0.29395 0.34 -0.16 -0.20
P 3.52656 0.61176 -0.46705 -0.24 0.09 0.14
O 3.45532 -0.97645 -0.16102 0.09 0.01 -0.05
Cl 2.86203 0.59715 -2.42822 -0.01 0.04 -0.07
H -0.67232 0.41938 1.58457 -0.10 0.37 0.16
H 4.14732 -1.44339 -0.64739 -0.01 -0.09 0.06
C 5.79189 4.10238 4.08511 0.07 -0.05 -0.05
C 5.52388 5.12204 3.00262 -0.10 0.07 0.10
O 6.39916 4.92266 1.86469 0.01 -0.04 -0.03
C 6.04703 3.96904 1.02203 0.02 -0.01 -0.08
O 5.08820 3.25600 1.08098 0.02 0.06 0.06
C 7.06007 3.90098 -0.14733 -0.05 -0.01 0.04
F 8.32018 3.91716 0.29584 0.00 -0.01 0.00
F 6.88672 4.95292 -0.95766 0.01 0.00 0.01
F 6.87593 2.79044 -0.85360 0.00 0.01 0.00
H 6.83852 4.13305 4.38786 -0.01 0.02 0.02
H 5.17290 4.32460 4.95423 0.00 0.01 0.00
H 5.55532 3.09585 3.74334 -0.03 0.01 0.00
H 5.75063 6.13097 3.33793 0.03 -0.01 -0.03
H 4.49113 5.08723 2.65818 0.02 -0.04 -0.03
C -5.44824 -3.79296 0.17342 -0.06 -0.09 -0.03
C -5.32340 -3.39207 -1.27874 0.10 0.15 0.08
O -5.87412 -4.40411 -2.15498 -0.06 -0.02 0.00
C -7.19020 -4.40352 -2.28624 -0.02 -0.02 -0.05
O -7.97520 -3.65895 -1.77790 0.05 -0.03 0.00
C -7.61508 -5.52306 -3.26818 0.01 0.06 0.04
F -7.00567 -6.67840 -2.98554 0.00 0.00 0.01
F -7.28703 -5.17320 -4.51989 0.00 -0.01 0.00
F -8.92736 -5.71430 -3.21502 0.00 0.00 -0.01
H -4.97195 -4.75848 0.34442 0.03 0.02 0.01
H -4.95767 -3.04714 0.79946 0.01 0.00 0.00
H -6.49269 -3.86051 0.47403 0.00 0.04 0.00
H -4.28216 -3.31584 -1.57853 -0.02 -0.05 -0.05
H -5.81943 -2.44333 -1.48094 -0.06 -0.04 -0.01
```
Positions in Å, forces in eV/Å.

Values from the calculation:
Spin multiplicity: 1
LUMO level, eV: 0.362
SMILES: O=C(NS(=O)(=O)C(F)(F)C(F)(F)F)OP(O)Cl.CCOC(=O)C(F)(F)F.CCOC(=O)C(F)(F)F
Calculated total energy, eV: -94060.1200
HOMO level, eV: -10.14